DFT (ωB97M-V/def2-TZVPD) results for a structure of composition C30H43BrN7O3PSc.

Summary:
E_HOMO   -17.393 eV
Energy   -148394.1734 eV
Energy relative to the best compared isomer or geometry (same formula, charge and spin)   0.000 eV
Max |F|   1.54 eV/Å
Total charge   +3
Kohn-Sham gap   8.92 eV

CARTESIAN COORDINATES (ANGSTROEM)
Sc  0.0974  -0.5493  -0.6509
C  0.0293  -4.0775  -0.8228
C  -0.3026  -3.9471  -2.3056
C  -1.4471  -3.0029  -2.5527
C  -2.4094  -3.3895  -3.4843
C  -3.5623  -2.6470  -3.6446
C  -3.7479  -1.5496  -2.8105
C  -2.7388  -1.2094  -1.9343
N  -1.5683  -1.8732  -1.8244
N  0.8151  -2.9572  -0.2539
C  2.2315  -3.1325  -0.6209
C  3.0671  -1.9596  -0.1831
C  4.4104  -2.1472  0.1233
C  5.1628  -1.0738  0.5663
C  4.5265  0.1546  0.6985
C  3.1889  0.2638  0.3659
N  2.4500  -0.7666  -0.0831
C  0.7108  -3.0947  1.2150
C  -0.6338  -2.6301  1.7163
C  -1.2305  -3.2399  2.8134
C  -2.4527  -2.7779  3.2731
C  -3.0245  -1.6956  2.6176
C  -2.3584  -1.1354  1.5434
N  -1.1875  -1.5881  1.0746
H  0.5772  -5.0158  -0.6642
H  -0.9178  -4.1420  -0.2768
H  -0.6119  -4.9318  -2.6634
H  0.5732  -3.6784  -2.8986
H  -2.2484  -4.2850  -4.0641
H  -4.3150  -2.9365  -4.3624
H  -4.6574  -0.9716  -2.8460
H  -2.8710  -0.3751  -1.2493
H  2.3159  -3.2537  -1.7047
H  2.6362  -4.0473  -0.1651
H  4.8559  -3.1249  0.0254
H  6.2037  -1.1974  0.8248
H  5.0615  1.0145  1.0637
H  2.6674  1.2085  0.4684
H  1.4816  -2.4772  1.6931
H  0.8825  -4.1394  1.5149
H  -0.7332  -4.0618  3.3021
H  -2.9368  -3.2441  4.1185
H  -3.9714  -1.2964  2.9387
H  -2.7734  -0.2669  1.0453
Br  1.3242  -1.2198  -3.5815
C  2.0464  0.5017  -3.2312
C  3.0269  1.0343  -4.0427
C  3.4378  2.3318  -3.7727
C  2.8488  2.9996  -2.7102
C  1.9100  2.3439  -1.9329
N  1.4979  1.0910  -2.1700
H  3.4323  0.4715  -4.8680
H  4.1849  2.8092  -4.3859
H  3.1065  4.0207  -2.4876
H  1.4704  2.8276  -1.0756
C  -3.5277  3.2150  2.8913
C  -3.0706  2.6963  1.5386
O  -1.7196  2.2213  1.6961
P  -0.6066  1.7281  0.6657
O  0.2404  0.6669  1.6121
C  0.6534  0.9721  2.9751
C  -0.3826  0.5321  3.9943
O  0.4331  2.9653  0.7094
C  0.1796  4.3706  0.9367
C  1.2659  4.9441  1.8289
H  -4.5426  3.5938  2.8099
H  -2.8821  4.0195  3.2315
H  -3.5040  2.4237  3.6358
H  -3.1010  3.4912  0.7888
H  -3.7067  1.8673  1.2105
H  0.8272  2.0476  3.0498
H  1.6017  0.4444  3.1185
H  -1.3417  0.9895  3.7715
H  -0.0746  0.8399  4.9905
H  -0.5000  -0.5484  3.9890
H  -0.8011  4.5056  1.3954
H  0.1892  4.8677  -0.0378
H  1.1754  4.5706  2.8451
H  1.1594  6.0252  1.8590
H  2.2559  4.7019  1.4475
N  -1.5808  2.7393  -1.6062
N  -1.4456  1.5490  -2.4257
H  -2.4196  3.2673  -1.8625
H  -0.7890  3.3504  -1.8001
H  -1.1229  1.7898  -3.3692
H  -2.3905  1.1874  -2.5692

Cartesian forces (eV/Å) of the 3 atoms listed first:
Sc 0.42 -1.18 -0.09
C -0.28 -0.10 -0.43
C 0.10 0.16 0.20

Löwdin population analysis, charges in e, atoms 1 to 5: number 1, Sc, carries 1.090; number 2, C, carries -0.145; number 3, C, carries -0.121; number 4, C, carries -0.280; number 5, C, carries 0.023